{
  "formula": "C39H93N9O15",
  "method": "ωB97M-V with the def2-TZVPD basis set",
  "de_lowest_ev": 2.4161,
  "homo_ev": -8.9,
  "smiles": "CNC(C)=O.CNC(C)=O.CNC(C)=O.CNC(C)=O.CNC(C)=O.CNC(C)=O.CNC(C)=O.CNC(C)=O.CNC(C)=O.COCCOC.COCCOC.COCCOC",
  "species": ["C", "N", "C", "C", "O", "H", "H", "H", "H", "H", "H", "H", "C", "N", "C", "C", "O", "H", "H", "H", "H", "H", "H", "H", "C", "N", "C", "C", "O", "H", "H", "H", "H", "H", "H", "H", "C", "N", "C", "C", "O", "H", "H", "H", "H", "H", "H", "H", "C", "N", "C", "C", "O", "H", "H", "H", "H", "H", "H", "H", "C", "N", "C", "C", "O", "H", "H", "H", "H", "H", "H", "H", "C", "N", "C", "C", "O", "H", "H", "H", "H", "H", "H", "H", "C", "N", "C", "C", "O", "H", "H", "H", "H", "H", "H", "H", "C", "N", "C", "C", "O", "H", "H", "H", "H", "H", "H", "H", "C", "O", "C", "C", "O", "C", "H", "H", "H", "H", "H", "H", "H", "H", "H", "H", "C", "O", "C", "C", "O", "C", "H", "H", "H", "H", "H", "H", "H", "H", "H", "H", "C", "O", "C", "C", "O", "C", "H", "H", "H", "H", "H", "H", "H", "H", "H", "H"],
  "xyz": [[-1.780003, 5.644744, 0.224341], [-3.166080, 5.466406, -0.066127], [-4.040563, 4.457607, 0.426826], [-5.541069, 4.574536, -0.058438], [-3.724412, 3.701016, 1.296484], [-1.421313, 6.626068, -0.086215], [-1.311204, 4.960058, -0.482438], [-1.546408, 5.434292, 1.268016], [-3.482976, 5.999327, -0.863417], [-6.323033, 4.427005, 0.686466], [-5.626627, 3.870453, -0.886113], [-5.600321, 5.574400, -0.488394], [3.581771, 0.644441, 3.065506], [4.570486, 0.824913, 4.132877], [5.491951, -0.087289, 4.412919], [6.257130, 0.178308, 5.677676], [5.667291, -1.180700, 3.826123], [2.640471, 1.133116, 3.316977], [3.321309, -0.405344, 2.930570], [4.002061, 1.047761, 2.144206], [4.417681, 1.616832, 4.740834], [7.329565, 0.278470, 5.510502], [6.095709, -0.671285, 6.341186], [6.003522, 1.143135, 6.116877], [4.383256, -5.583924, -0.489191], [3.050988, -5.080951, -0.795801], [2.187886, -4.663995, 0.088272], [0.829721, -4.217642, -0.440548], [2.353409, -4.588967, 1.278217], [4.720726, -6.393928, -1.135808], [4.493413, -5.910587, 0.544857], [5.102967, -4.765521, -0.471010], [2.931084, -4.721862, -1.732168], [0.925053, -3.376125, -1.126740], [0.165986, -3.903109, 0.364826], [0.419106, -5.082572, -0.961504], [1.661649, 4.783476, 0.404062], [1.589090, 4.380300, -0.995402], [1.588019, 5.277654, -2.002474], [1.481579, 4.808172, -3.389869], [1.755413, 6.483442, -1.815186], [1.280458, 4.026610, 1.089586], [1.234265, 5.734948, 0.720535], [2.679766, 5.061582, 0.676442], [1.309754, 3.436622, -1.222433], [2.271646, 5.058231, -4.097931], [0.489054, 5.103552, -3.730100], [1.353567, 3.726082, -3.361781], [-4.871675, 0.478944, -0.252871], [-5.620783, -0.135350, -1.324113], [-5.156047, -0.224029, -2.569335], [-6.049349, -1.178082, -3.408896], [-4.173580, 0.401831, -3.028486], [-5.349083, 1.267958, 0.328196], [-3.939585, 0.906407, -0.622434], [-4.520297, -0.227096, 0.499557], [-6.441682, -0.661277, -1.060243], [-5.658050, -1.241915, -4.424232], [-7.040497, -0.780521, -3.627219], [-5.988007, -2.247010, -3.204607], [-1.366196, 2.213725, 3.114418], [-0.572056, 1.255847, 3.849624], [-0.358134, 1.207594, 5.168656], [-1.002811, 2.258659, 6.075642], [0.359907, 0.339040, 5.724076], [-2.437457, 2.136210, 3.300153], [-1.113346, 2.038350, 2.068751], [-1.124515, 3.268925, 3.241825], [-0.082205, 0.626642, 3.229741], [-1.099539, 1.956475, 7.118439], [-1.974745, 2.499321, 5.644924], [-0.448460, 3.186591, 5.935139], [2.158075, -1.102080, -3.447007], [2.044748, -2.140224, -4.389716], [2.494997, -3.334305, -4.205476], [2.210389, -4.333752, -5.334969], [3.011414, -3.714377, -3.172078], [1.166409, -1.001602, -3.005870], [2.444571, -0.142973, -3.878437], [2.855138, -1.223406, -2.617854], [1.762579, -1.950710, -5.340798], [2.125651, -3.646694, -6.176921], [1.321510, -4.913418, -5.085976], [3.046837, -4.961372, -5.642467], [4.492083, 2.885131, -5.095447], [5.010955, 2.966715, -3.756618], [4.376428, 2.432498, -2.696756], [5.034972, 2.719692, -1.361360], [3.333020, 1.812282, -2.738194], [5.224072, 2.432673, -5.764469], [4.296295, 3.902388, -5.434494], [3.602812, 2.272082, -5.241947], [5.814936, 3.576427, -3.712345], [4.239472, 2.940503, -0.649663], [5.851982, 3.441044, -1.345084], [5.526813, 1.779173, -1.113156], [-3.082207, 4.021038, -3.075953], [-2.757984, 2.846529, -3.825617], [-2.032046, 2.818667, -4.919579], [-1.933981, 1.476775, -5.525717], [-1.410316, 3.790152, -5.356283], [-2.750687, 3.977131, -2.038528], [-4.157744, 4.048190, -2.901071], [-2.924917, 4.940621, -3.639632], [-3.145517, 1.985649, -3.466697], [-1.522235, 0.787487, -4.788530], [-1.207777, 1.437969, -6.337636], [-2.910974, 1.060637, -5.771531], [-2.583047, -0.702977, 2.114911], [-3.533809, -1.814729, 2.218694], [-3.044638, -3.082112, 1.653567], [-2.911297, -3.124128, 0.168914], [-1.874304, -2.304421, -0.359286], [-1.817464, -2.221704, -1.764850], [-1.605425, -0.920862, 2.544899], [-3.016190, 0.166665, 2.609093], [-2.394138, -0.377069, 1.092081], [-3.744095, -3.860997, 1.957234], [-2.076452, -3.361935, 2.068786], [-3.751196, -2.674596, -0.360779], [-2.855241, -4.163571, -0.154370], [-0.866520, -1.777290, -2.058623], [-2.707820, -1.691126, -2.102279], [-1.915814, -3.211490, -2.210663], [0.942921, -1.575517, 2.404604], [0.958068, -0.299840, 1.806181], [1.054950, -0.404071, 0.434479], [1.236882, 0.961244, -0.277763], [0.105151, 1.844195, -0.002293], [-1.058104, 1.575120, -0.755321], [1.866045, -2.061548, 2.088825], [0.135100, -2.254726, 2.132235], [1.004246, -1.484085, 3.489030], [0.169063, -0.821329, -0.044271], [1.894951, -1.022114, 0.117441], [1.318364, 0.834256, -1.357267], [2.126315, 1.450588, 0.119181], [-1.874993, 2.210304, -0.412769], [-1.425051, 0.549478, -0.716706], [-0.888447, 1.815789, -1.804802], [-0.080246, -4.128183, 6.687818], [-0.644960, -4.881424, 5.629429], [0.076849, -4.754729, 4.409315], [-0.311977, -5.820658, 3.432500], [-1.669485, -5.626502, 3.076157], [-2.151606, -6.359862, 1.919544], [-0.479389, -3.143326, 6.445229], [1.006359, -4.168614, 6.763760], [-0.508312, -4.440235, 7.640440], [1.161939, -4.850581, 4.447964], [-0.037628, -3.739834, 4.028544], [-0.263280, -6.772452, 3.961478], [0.296998, -5.859758, 2.529319], [-1.647814, -5.971639, 1.034346], [-3.240487, -6.318735, 1.892129], [-2.029347, -7.442405, 1.954995]],
  "forces_ev_per_angstrom": [[0.5612, -0.9564, -0.6956], [-2.9629, -0.4512, 0.1623], [-0.6566, 2.7798, -0.2852], [2.0659, 0.4749, -0.8880], [0.8153, -1.2316, 0.6969], [-0.3346, 0.1532, 0.3304], [1.0934, -0.2672, 0.5353], [0.0427, -0.0712, -0.2024], [-0.2584, -0.1580, 0.2279], [0.5526, -0.1575, 0.1463], [-0.3633, -0.1394, 0.0511], [-0.5057, -0.0037, -0.0201], [0.2132, -0.0582, 0.1659], [-1.5606, 0.5520, -0.9635], [1.0313, -2.8491, 0.3615], [0.6598, 0.6130, 0.1226], [-0.5925, 2.2729, 0.3185], [0.2250, 0.2418, 0.0569], [0.4388, 0.0308, 0.0614], [-0.2860, -0.0672, -0.2192], [0.3017, -0.3618, -0.0132], [0.0370, -0.4094, -0.3243], [-0.0442, 0.2616, 0.1224], [-0.3723, -0.1928, 0.3688], [0.3988, 0.6606, 1.0112], [1.7712, -1.3023, -1.5078], [-2.2141, 1.4380, 0.5856], [0.1755, -0.2019, -0.4389], [0.8032, -0.4699, 2.1581], [-0.2845, 0.2248, -0.1869], [-0.7389, -0.3159, 0.0065], [0.1891, 0.1130, -0.6392], [-0.0577, -0.2304, -0.2174], [0.0311, -0.0770, -0.2364], [0.2451, -0.1803, 0.0286], [-0.3576, 0.1688, -0.2243], [0.7170, 0.4292, 0.5414], [-0.6788, -0.0049, 0.4675], [1.4089, 2.1708, 0.2625], [-1.4236, -2.0482, -0.4199], [-0.1911, -0.2950, 0.5961], [0.0945, -0.2182, -0.3874], [-1.0239, 0.0297, -0.9391], [0.5264, -0.7110, -0.0761], [0.0642, 0.0518, 0.3419], [-0.1158, 0.3724, 0.4228], [0.1696, 0.5027, -0.4788], [0.4051, -0.3349, -0.3303], [1.1587, 0.4096, 0.8805], [0.3043, 0.4435, 1.1757], [-0.0260, -0.1264, -1.5849], [1.2295, 0.3879, -1.8311], [-1.5125, -1.2300, 0.8964], [-0.5421, 0.0574, -0.4489], [-0.2394, 0.0603, -0.4197], [-0.3757, -0.4900, -0.1397], [0.2172, -0.0411, -0.2634], [0.4831, 0.5801, -0.1375], [-0.2219, -0.2189, 0.8215], [-0.4816, 0.1845, 1.0921], [-0.0563, 0.4095, -0.4361], [-0.0712, 0.5294, -0.3208], [1.2400, -1.4322, 2.6763], [-0.4343, 0.1278, -1.5931], [-0.9235, 1.1105, -1.4528], [-0.0106, -0.1845, -0.1578], [-0.4828, -0.0976, -0.0668], [0.3473, 0.0440, 0.5254], [0.3086, -0.2092, 0.3961], [0.3146, -0.0757, -0.3424], [-0.3271, -0.0044, 0.3075], [0.2367, 0.0512, 0.4041], [-0.6758, 1.8161, 1.2008], [-0.0875, 1.4125, -1.9645], [0.5996, -4.0776, 0.1128], [0.6015, 1.5094, -0.3991], [0.5852, 0.0997, 0.8795], [-0.0529, 0.4750, 0.3411], [-0.1739, -0.1031, -0.2651], [0.1135, -0.7801, -0.3582], [-0.1593, 0.4455, 0.3603], [-0.8929, -0.5876, -0.6333], [0.0535, 0.1188, -0.3191], [0.0225, -0.1373, 0.7715], [0.0453, 0.0173, -1.0320], [-0.3094, -0.3588, -0.8930], [0.7508, 1.4271, 1.1272], [0.2277, -0.7384, -0.1637], [-0.3432, -0.4739, -0.5291], [0.2383, 0.1278, -0.0354], [-0.1990, -0.0841, -0.2815], [-0.0749, 0.2121, 0.7293], [-0.1862, -0.3013, 0.8023], [0.2705, 0.0471, 0.0751], [-0.3645, 0.3340, -0.2095], [-0.1837, -0.1823, 0.4466], [-1.3472, 0.2375, 0.3032], [-1.0748, -0.0112, 1.5754], [1.7421, 1.1032, -1.0082], [0.5229, -1.4128, -0.2672], [-0.4545, -0.1962, 0.0307], [0.9562, 0.3550, -0.2649], [-0.4763, -0.2305, -0.2666], [0.8214, -0.1466, 0.2806], [-0.1533, -0.1463, -0.2010], [-0.0584, -0.0752, 0.3145], [-0.4548, 0.3127, -0.2328], [0.0596, 0.1048, -0.3054], [-0.5744, -0.5148, -0.0979], [1.3378, -0.1929, -0.9065], [0.1367, 1.3850, 0.6285], [-0.7086, 1.2173, -1.6863], [1.5471, -0.2693, 0.9765], [-0.9172, -0.7258, 0.5177], [-0.2103, -0.2865, 0.2491], [-0.1684, -0.3841, 0.2811], [-0.1340, -0.3470, -0.2223], [-0.1157, 0.2271, 0.0760], [0.0888, 0.1551, 0.3747], [-1.1285, -0.4028, 0.3955], [0.4124, -0.2417, -0.1217], [-0.2334, 0.1874, 0.0155], [0.1691, 0.5957, -0.3943], [0.3471, -0.3278, -0.1236], [1.3727, -0.7613, 0.3655], [-0.7930, 0.4499, 0.4118], [-0.0279, 1.1132, -2.2790], [-1.1718, -0.1232, 1.3125], [0.6647, -0.3952, 0.1680], [0.0035, 0.1255, -0.4513], [0.0882, -0.4672, 0.0836], [-0.3875, 0.3896, -0.2716], [-0.2657, 0.3078, 0.0119], [-0.3774, -0.5281, 0.3933], [0.3227, -0.2885, 0.1649], [0.2254, -0.1720, -0.0428], [-0.0755, 0.2481, -0.1149], [0.1651, 0.1511, 0.2997], [0.2079, -0.2866, 0.2313], [0.0550, 0.0248, -0.3363], [-1.0740, 0.6504, -0.5342], [1.0423, -1.5327, -0.4346], [0.2803, 0.4298, -0.1258], [-1.2901, -0.4338, 0.0095], [-1.3829, -0.5155, -1.1124], [0.5289, 0.2204, 1.2037], [0.7629, 0.7315, 0.7222], [0.0614, 0.0271, -0.2738], [-0.0821, -0.2287, -0.1638], [0.3505, -0.1871, 0.9313], [-0.4520, 0.1720, -0.3478], [0.3595, -0.3026, 0.0042], [0.4308, 0.2956, 0.1123], [-0.2527, -0.0207, -0.2925], [0.0308, 0.8559, -0.1143], [0.7940, -0.1997, 0.3494]],
  "mulliken_charge": [-0.659, -0.085, 0.691, -1.269, -0.488, 0.336, 0.140, 0.245, 0.215, 0.353, 0.212, 0.399, -0.565, -0.102, 0.637, -0.985, -0.661, 0.275, 0.003, 0.209, 0.287, 0.289, 0.244, 0.302, -1.106, -0.088, 0.411, 0.633, -0.624, 0.354, 0.353, 0.333, 0.274, -0.308, -0.740, 0.664, -1.147, 0.789, 0.756, -0.656, -0.738, 0.263, 0.364, 0.384, -0.642, 0.250, 0.214, -0.068, -0.203, 0.002, 0.492, -1.561, -0.555, 0.380, -0.398, 0.249, 0.269, 0.378, 0.412, 0.375, -1.598, 0.722, 0.885, -1.274, -0.659, 0.433, -0.006, 0.698, -0.201, 0.326, 0.336, 0.289, -0.476, -0.017, 0.794, -1.158, -0.818, -0.231, 0.228, 0.334, 0.255, 0.370, 0.225, 0.346, -0.963, -0.203, 0.593, -0.912, -0.414, 0.326, 0.347, 0.268, 0.250, -0.021, 0.472, 0.347, -1.118, 0.301, 1.008, -0.978, -0.715, 0.146, 0.356, 0.395, 0.086, 0.059, 0.370, 0.276, -0.025, -0.603, 0.025, -0.701, 0.681, -0.292, 0.279, 0.167, -0.115, 0.283, -0.220, 0.250, 0.442, -0.276, -0.222, 0.418, -0.956, 1.272, -0.338, -0.676, 0.800, 0.500, 0.713, -0.835, 0.513, -0.764, 0.510, 0.470, -0.129, -0.834, -0.856, 0.630, -0.746, -0.402, 0.132, -0.485, -0.292, -0.666, 0.301, 0.291, 0.268, 0.433, -0.289, 0.388, 0.331, 0.115, 0.276, 0.366]
}